Formula: C60H150N10
Source: the Open Molecules 2025 dataset
Level of theory: ωB97M-V with the def2-TZVPD basis set

- Highest occupied orbital energy: -8.11 eV
- Structure (SMILES): CCN(CC)CC.CCN(CC)CC.CCN(CC)CC.CCN(CC)CC.CCN(CC)CC.CCN(CC)CC.CCN(CC)CC.CCN(CC)CC.CCN(CC)CC.CCN(CC)CC
- Electronic energy: -79544.8843 eV
- ΔE to the lowest compared entry with this formula, charge and spin: 657.55 kJ/mol
- LUMO level: 0.59 eV

Each atom is followed by the atoms it is bonded to, with distances in Å.
Geometry (Å):
1 N -1.52 -1.08 0.74  C14 1.444, C39 1.504, C68 1.479
2 N 4.13 -1.63 5.18  C26 1.470, C49 1.485, C51 1.430
3 N 7.41 1.19 1.91  C41 1.516, C62 1.550, C67 1.439
4 N 4.21 -0.92 -7.10  C50 1.422, C52 1.496, C58 1.477
5 N -2.90 5.62 0.17  C11 1.462, C20 1.488, C30 1.457
6 N 2.84 -3.99 -0.63  C19 1.511, C28 1.482, C66 1.471
7 N 0.79 2.14 -4.15  C27 1.465, C44 1.474, C70 1.496
8 N -8.14 2.59 -0.96  C24 1.437, C48 1.502, C69 1.457
9 N -3.39 -4.05 -2.94  C34 1.481, C40 1.462, C47 1.468
10 N -2.19 -0.98 6.27  C43 1.465, C56 1.445, C60 1.519
11 C -1.85 5.58 1.18  N5 1.462, C42 1.591, H92 1.090, H183 1.090
12 C -2.45 1.26 5.23  C56 1.528, H134 1.090, H181 1.090, H189 1.090
13 C 0.91 -0.70 1.13  C14 1.573, H109 1.090, H151 1.090, H174 1.090
14 C -0.52 -0.07 0.98  N1 1.444, C13 1.573, H133 1.090, H209 1.090
15 C 0.86 -5.41 0.27  C28 1.559, H141 1.090, H171 1.090, H214 1.090
16 C -4.16 -2.91 -4.87  C47 1.530, H73 1.090, H85 1.090, H120 1.090
17 C 2.92 1.02 -8.45  C52 1.635, H143 1.090, H184 1.090, H205 1.090
18 C 7.72 0.69 4.34  C67 1.518, H79 1.090, H121 1.090, H140 1.090
19 C 3.87 -4.60 0.29  N6 1.511, C63 1.550, H119 1.090, H137 1.090
20 C -4.01 4.68 0.52  N5 1.488, C29 1.585, H110 1.090, H146 1.090
21 C 4.37 0.17 -4.83  C50 1.586, H185 1.090, H196 1.090, H206 1.090
22 C 2.51 -2.49 -2.46  C66 1.479, H71 1.090, H105 1.090, H165 1.090
23 C -2.13 -1.74 3.17  C39 1.578, H138 1.090, H179 1.090, H220 1.090
24 C -7.72 3.97 -0.89  N8 1.437, C37 1.537, H101 1.090, H125 1.090
25 C 0.53 4.04 -5.79  C27 1.557, H90 1.090, H211 1.090, H216 1.090
26 C 3.98 -3.06 4.88  N2 1.470, C57 1.615, H96 1.090, H144 1.090
27 C 0.61 3.59 -4.30  N7 1.465, C25 1.557, H159 1.090, H168 1.090
28 C 1.82 -5.03 -0.90  N6 1.482, C15 1.559, H172 1.090, H188 1.090
29 C -5.20 5.39 1.28  C20 1.585, H94 1.090, H116 1.090, H218 1.090
30 C -2.35 5.44 -1.17  N5 1.457, C61 1.535, H123 1.090, H156 1.090
31 C -1.92 -3.39 6.75  C43 1.543, H114 1.090, H118 1.090, H197 1.090
32 C 5.80 -2.75 -6.26  C58 1.564, H135 1.090, H162 1.090, H182 1.090
33 C 4.93 0.42 1.86  C41 1.522, H99 1.090, H129 1.090, H167 1.090
34 C -2.05 -4.29 -3.53  N9 1.481, C46 1.580, H117 1.090, H217 1.090
35 C -10.14 2.99 0.48  C48 1.561, H74 1.090, H177 1.090, H200 1.090
36 C -1.61 1.47 -4.52  C70 1.452, H81 1.090, H89 1.090, H208 1.090
37 C -8.59 4.78 -1.87  C24 1.537, H128 1.090, H152 1.090, H173 1.090
38 C 7.45 1.71 -0.60  C62 1.532, H76 1.090, H98 1.090, H155 1.090
39 C -1.59 -2.19 1.75  N1 1.504, C23 1.578, H186 1.090, H201 1.090
40 C -3.24 -4.04 -1.48  N9 1.462, C45 1.558, H107 1.090, H154 1.090
41 C 6.40 0.08 1.71  N3 1.516, C33 1.522, H78 1.090, H163 1.090
42 C -0.79 4.40 1.23  C11 1.591, H97 1.090, H112 1.090, H122 1.090
43 C -2.83 -2.15 6.86  N10 1.465, C31 1.543, H190 1.090, H204 1.090
44 C 0.72 1.77 -2.73  N7 1.474, C64 1.534, H157 1.090, H175 1.090
45 C -4.52 -4.53 -0.74  C40 1.558, H88 1.090, H176 1.090, H202 1.090
46 C -0.97 -3.16 -3.30  C34 1.580, H192 1.090, H193 1.090, H210 1.090
47 C -4.07 -2.82 -3.34  N9 1.468, C16 1.530, H161 1.090, H194 1.090
48 C -9.56 2.19 -0.73  N8 1.502, C35 1.561, H169 1.090, H199 1.090
49 C 4.35 -1.39 6.63  N2 1.485, C65 1.581, H108 1.090, H111 1.090
50 C 3.54 -0.70 -5.86  N4 1.422, C21 1.586, H80 1.090, H126 1.090
51 C 3.01 -0.93 4.63  N2 1.430, C55 1.557, H72 1.090, H153 1.090
52 C 4.30 0.29 -7.98  N4 1.496, C17 1.635, H142 1.090, H148 1.090
53 C -7.62 0.47 -2.26  C69 1.592, H87 1.090, H103 1.090, H158 1.090
54 C -2.83 0.45 -0.76  C68 1.597, H127 1.090, H139 1.090, H166 1.090
55 C 1.63 -1.33 5.22  C51 1.557, H84 1.090, H113 1.090, H147 1.090
56 C -3.09 0.14 6.05  N10 1.445, C12 1.528, H195 1.090, H207 1.090
57 C 5.37 -3.88 4.91  C26 1.615, H132 1.090, H170 1.090, H219 1.090
58 C 5.58 -1.47 -7.14  N4 1.477, C32 1.564, H102 1.090, H145 1.090
59 C -1.33 -0.09 8.56  C60 1.571, H130 1.090, H149 1.090, H212 1.090
60 C -0.99 -0.54 7.09  N10 1.519, C59 1.571, H124 1.090, H215 1.090
61 C -3.29 6.00 -2.25  C30 1.535, H100 1.090, H115 1.090, H164 1.090
62 C 7.15 2.25 0.80  N3 1.550, C38 1.532, H93 1.090, H187 1.090
63 C 4.82 -3.56 0.93  C19 1.550, H83 1.090, H86 1.090, H136 1.090
64 C 1.96 2.24 -1.95  C44 1.534, H91 1.090, H104 1.090, H106 1.090
65 C 4.87 0.06 7.00  C49 1.581, H82 1.090, H131 1.090, H191 1.090
66 C 3.38 -3.56 -1.92  N6 1.471, C22 1.479, H180 1.090, H203 1.090
67 C 7.42 1.70 3.25  N3 1.439, C18 1.518, H95 1.090, H178 1.090
68 C -2.89 -0.59 0.45  N1 1.479, C54 1.597, H150 1.090, H160 1.090
69 C -7.64 2.06 -2.22  N8 1.457, C53 1.592, H75 1.090, H198 1.090
70 C -0.21 1.30 -4.89  N7 1.496, C36 1.452, H77 1.090, H213 1.090
71 H 1.43 -2.59 -2.33  C22 1.090
72 H 3.34 0.10 4.70  C51 1.090
73 H -3.20 -2.80 -5.37  C16 1.090
74 H -10.25 4.05 0.26  C35 1.090
75 H -6.61 2.35 -2.45  C69 1.090
76 H 8.37 1.14 -0.49  C38 1.090
77 H 0.06 0.26 -4.71  C70 1.090
78 H 6.75 -0.40 0.79  C41 1.090
79 H 7.96 1.15 5.29  C18 1.090
80 H 2.59 -0.21 -6.08  C50 1.090
81 H -2.31 1.00 -5.21  C36 1.090
82 H 5.66 0.39 6.34  C65 1.090
83 H 4.26 -3.07 1.73  C63 1.090
84 H 0.81 -0.80 4.73  C55 1.090
85 H -4.52 -3.86 -5.24  C16 1.090
86 H 5.63 -4.08 1.44  C63 1.090
87 H -6.81 0.14 -1.61  C53 1.090
88 H -4.35 -4.66 0.33  C45 1.090
89 H -1.95 1.12 -3.55  C36 1.090
90 H 1.26 3.59 -6.46  C25 1.090
91 H 1.79 1.88 -0.94  C64 1.090
92 H -1.34 6.53 1.01  C11 1.090
93 H 7.78 3.13 0.94  C62 1.090
94 H -5.01 5.49 2.35  C29 1.090
95 H 8.20 2.46 3.32  C67 1.090
96 H 3.29 -3.67 5.46  C26 1.090
97 H -1.18 3.39 1.31  C42 1.090
98 H 6.64 1.10 -0.99  C38 1.090
99 H 4.46 1.13 1.17  C33 1.090
100 H -3.07 5.69 -3.27  C61 1.090
101 H -6.70 4.20 -1.18  C24 1.090
102 H 6.23 -0.75 -6.64  C58 1.090
103 H -8.57 0.09 -1.87  C53 1.090
104 H 2.12 3.32 -1.88  C64 1.090
105 H 2.71 -2.19 -3.49  C22 1.090
106 H 2.83 1.73 -2.36  C64 1.090
107 H -2.42 -4.73 -1.31  C40 1.090
108 H 3.53 -1.72 7.28  C49 1.090
109 H 0.95 -1.44 1.93  C13 1.090
110 H -4.47 4.29 -0.39  C20 1.090
111 H 5.19 -2.01 6.93  C49 1.090
112 H -0.12 4.64 2.06  C42 1.090
113 H 1.31 -2.37 5.28  C55 1.090
114 H -2.46 -4.34 6.70  C31 1.090
115 H -4.35 5.81 -2.14  C61 1.090
116 H -6.13 4.87 1.08  C29 1.090
117 H -1.63 -5.27 -3.32  C34 1.090
118 H -1.45 -3.48 5.77  C31 1.090
119 H 4.49 -5.41 -0.11  C19 1.090
120 H -4.91 -2.23 -5.27  C16 1.090
121 H 6.92 -0.02 4.54  C18 1.090
122 H -0.27 4.56 0.29  C42 1.090
123 H -2.18 4.37 -1.30  C30 1.090
124 H -0.29 -1.36 7.09  C60 1.090
125 H -7.85 4.12 0.18  C24 1.090
126 H 3.41 -1.65 -5.35  C50 1.090
127 H -2.31 1.38 -0.53  C54 1.090
128 H -9.04 5.65 -1.40  C37 1.090
129 H 4.79 0.75 2.89  C33 1.090
130 H -0.45 0.44 8.93  C59 1.090
131 H 4.03 0.75 6.93  C65 1.090
132 H 6.05 -3.43 4.19  C57 1.090
133 H -0.69 0.53 1.87  C14 1.090
134 H -3.18 1.95 4.80  C12 1.090
135 H 4.93 -3.39 -6.40  C32 1.090
136 H 5.24 -2.85 0.21  C63 1.090
137 H 3.45 -5.07 1.17  C19 1.090
138 H -3.02 -1.13 2.97  C23 1.090
139 H -2.46 0.06 -1.71  C54 1.090
140 H 8.61 0.25 3.87  C18 1.090
141 H 0.48 -4.62 0.93  C15 1.090
142 H 4.63 -0.14 -8.92  C52 1.090
143 H 2.30 1.47 -7.67  C17 1.090
144 H 3.63 -3.21 3.86  C26 1.090
145 H 5.95 -1.60 -8.15  C58 1.090
146 H -3.65 3.80 1.05  C20 1.090
147 H 1.49 -0.88 6.21  C55 1.090
148 H 4.92 1.13 -7.65  C52 1.090
149 H -2.24 0.51 8.62  C59 1.090
150 H -3.24 -0.05 1.32  C68 1.090
151 H 1.63 0.08 1.38  C13 1.090
152 H -9.48 4.31 -2.31  C37 1.090
153 H 2.92 -1.17 3.57  C51 1.090
154 H -3.06 -3.03 -1.12  C40 1.090
155 H 7.70 2.55 -1.26  C38 1.090
156 H -1.32 5.79 -1.20  C30 1.090
157 H -0.11 2.22 -2.19  C44 1.090
158 H -7.44 0.03 -3.25  C53 1.090
159 H 1.44 4.06 -3.78  C27 1.090
160 H -3.57 -1.44 0.33  C68 1.090
161 H -5.05 -2.83 -2.87  C47 1.090
162 H 6.74 -3.30 -6.22  C32 1.090
163 H 6.56 -0.55 2.59  C41 1.090
164 H -3.13 7.08 -2.26  C61 1.090
165 H 2.70 -1.63 -1.82  C22 1.090
166 H -3.82 0.85 -0.98  C54 1.090
167 H 4.31 -0.47 1.80  C33 1.090
168 H -0.24 3.92 -3.71  C27 1.090
169 H -9.74 1.13 -0.57  C48 1.090
170 H 5.34 -4.95 4.73  C57 1.090
171 H 0.02 -5.96 -0.15  C15 1.090
172 H 1.22 -4.52 -1.65  C28 1.090
173 H -7.89 4.99 -2.68  C37 1.090
174 H 1.27 -1.17 0.22  C13 1.090
175 H 0.70 0.68 -2.72  C44 1.090
176 H -4.83 -5.47 -1.21  C45 1.090
177 H -9.67 2.98 1.46  C35 1.090
178 H 6.45 2.20 3.38  C67 1.090
179 H -2.35 -2.51 3.90  C23 1.090
180 H 4.39 -3.16 -1.83  C66 1.090
181 H -1.88 0.98 4.34  C12 1.090
182 H 5.67 -2.55 -5.20  C32 1.090
183 H -2.48 5.75 2.06  C11 1.090
184 H 3.41 1.69 -9.16  C17 1.090
185 H 4.55 1.21 -5.11  C21 1.090
186 H -2.04 -3.03 1.24  C39 1.090
187 H 6.12 2.58 0.91  C62 1.090
188 H 2.11 -5.89 -1.50  C28 1.090
189 H -1.77 1.80 5.88  C12 1.090
190 H -3.15 -1.93 7.88  C43 1.090
191 H 5.13 0.23 8.05  C65 1.090
192 H -0.90 -2.68 -2.32  C46 1.090
193 H -0.02 -3.59 -3.60  C46 1.090
194 H -3.57 -1.86 -3.17  C47 1.090
195 H -3.94 -0.16 5.44  C56 1.090
196 H 5.34 -0.18 -4.50  C21 1.090
197 H -1.23 -3.45 7.58  C31 1.090
198 H -8.29 2.27 -3.07  C69 1.090
199 H -10.06 2.43 -1.67  C48 1.090
200 H -11.21 2.80 0.56  C35 1.090
201 H -0.58 -2.58 1.90  C39 1.090
202 H -5.38 -3.87 -0.89  C45 1.090
203 H 3.48 -4.34 -2.67  C66 1.090
204 H -3.74 -2.45 6.34  C43 1.090
205 H 2.10 0.49 -8.95  C17 1.090
206 H 3.84 0.10 -3.88  C21 1.090
207 H -3.46 0.58 6.98  C56 1.090
208 H -1.86 2.53 -4.52  C36 1.090
209 H -0.49 0.68 0.19  C14 1.090
210 H -1.27 -2.35 -3.97  C46 1.090
211 H -0.41 3.59 -6.08  C25 1.090
212 H -1.37 -0.94 9.24  C59 1.090
213 H -0.03 1.51 -5.94  C70 1.090
214 H 1.30 -6.02 1.05  C15 1.090
215 H -0.47 0.29 6.61  C60 1.090
216 H 0.51 5.13 -5.86  C25 1.090
217 H -2.20 -4.37 -4.61  C34 1.090
218 H -5.37 6.39 0.89  C29 1.090
219 H 5.75 -3.84 5.93  C57 1.090
220 H -1.48 -1.04 3.70  C23 1.090